# 1
30
Properties=species:S:1:pos:R:3:nbo_charge:R:1 method="wB97M-V/def2-TZVPD" fmax_ev_per_a=1.3 e_lumo_ev=0.23 charge=0
N -0.726 1.400 -1.341 -0.806
C -0.266 1.425 -0.065 0.415
N -0.999 1.410 0.988 -0.246
O -2.394 1.382 0.720 -0.596
S -3.031 -0.037 1.203 2.381
O -2.844 -0.238 2.600 -0.902
O -4.348 -0.025 0.657 -0.917
C -1.978 -1.146 0.282 -0.373
C -2.311 -1.462 -1.019 -0.119
C -1.427 -2.204 -1.784 -0.253
C -0.216 -2.596 -1.226 -0.024
Cl 0.906 -3.483 -2.185 0.027
C 0.111 -2.281 0.087 -0.233
C -0.785 -1.549 0.847 -0.165
C 1.184 1.374 0.164 -0.146
C 1.744 1.902 1.327 -0.127
C 3.111 1.807 1.512 -0.252
C 3.870 1.190 0.526 0.050
N 3.345 0.667 -0.569 -0.412
C 2.040 0.751 -0.744 0.048
H -0.118 1.665 -2.096 0.405
H -1.714 1.561 -1.459 0.415
H -3.258 -1.126 -1.410 0.238
H -1.663 -2.469 -2.802 0.234
H 1.056 -2.598 0.498 0.237
H -0.575 -1.275 1.868 0.256
H 1.098 2.370 2.052 0.245
H 3.581 2.206 2.397 0.226
H 4.944 1.103 0.613 0.198
H 1.661 0.278 -1.641 0.196

=====

# 2
41
Properties=species:S:1:pos:R:3:nbo_charge:R:1 method="wB97M-V/def2-TZVPD" fmax_ev_per_a=8.8 e_lumo_ev=-0.28 relative_energy_ev=7.6089 charge=-1
C 1.250 1.528 -2.526 -0.661
C 0.017 1.067 -1.529 -0.341
I 0.510 1.815 0.475 0.131
C -0.261 -0.580 -1.563 -0.480
C -1.745 -0.766 -2.258 -0.005
C -1.988 -0.703 -3.755 -0.296
C -3.569 -0.865 -4.276 0.525
O -3.899 -1.602 -5.351 -0.531
C -4.686 -0.076 -3.314 -0.099
C -5.967 0.774 -3.884 -0.144
O -5.661 2.221 -3.625 -0.382
N -6.109 2.552 -2.391 0.344
O -5.207 3.027 -1.712 -0.269
C -4.454 -0.185 -1.818 -0.231
C -3.099 -1.025 -1.310 0.505
O -3.115 -1.859 -0.253 -0.493
H 1.822 0.615 -3.024 0.212
H 0.768 2.189 -3.376 0.213
H 2.079 2.170 -1.992 0.246
H -0.961 1.651 -1.888 0.230
H -0.237 -0.926 -0.442 0.283
H 0.597 -1.029 -2.220 0.244
H -1.114 -0.505 -4.514 0.259
H -6.988 0.513 -3.374 0.233
H -5.994 0.680 -5.066 0.242
H -5.174 0.331 -1.050 0.260
C 5.407 -2.596 5.728 0.707
F 5.911 -3.863 5.764 -0.322
F 4.516 -2.508 6.761 -0.327
F 6.440 -1.764 6.059 -0.327
S 4.656 -2.164 4.123 2.205
O 3.567 -3.131 3.955 -0.920
O 5.749 -2.299 3.157 -0.921
N 4.231 -0.686 4.507 -1.181
S 3.518 0.068 3.310 2.206
O 2.181 -0.406 2.944 -0.924
O 4.368 0.440 2.176 -0.922
C 3.221 1.637 4.192 0.707
F 4.381 2.218 4.625 -0.326
F 2.452 1.469 5.310 -0.325
F 2.587 2.574 3.429 -0.326

=====

# 3
27
Properties=species:S:1:pos:R:3:nbo_charge:R:1 method="wB97M-V/def2-TZVPD" fmax_ev_per_a=3.3 e_lumo_ev=-0.32 relative_energy_ev=0.0000 charge=0
C 1.864 2.531 -0.156 -0.720
S 2.545 0.916 0.429 0.262
C 2.108 -0.162 -0.961 0.087
C 3.030 -0.484 -1.949 -0.376
C 4.372 -0.004 -2.003 0.253
N 5.472 0.395 -1.945 -0.271
S 2.360 -1.575 -3.157 0.496
C 0.862 -1.617 -2.266 -0.117
S -0.371 -2.637 -2.737 -0.115
N 0.842 -0.718 -1.199 -0.446
C -0.253 -0.597 -0.342 0.077
C -0.133 -1.005 1.015 -0.166
C -1.173 -0.831 1.940 -0.223
C -2.390 -0.327 1.511 0.005
C -3.496 -0.099 2.504 -0.630
C -2.574 -0.012 0.156 -0.237
C -1.504 -0.164 -0.760 -0.116
H 2.346 2.839 -1.079 0.227
H 0.780 2.500 -0.310 0.226
H 2.061 3.267 0.625 0.238
H 0.833 -1.349 1.386 0.221
H -1.060 -1.106 3.008 0.220
H -3.175 0.639 3.223 0.223
H -4.420 0.289 1.983 0.215
H -3.750 -1.009 3.042 0.225
H -3.576 0.296 -0.125 0.219
H -1.599 0.024 -1.834 0.223

=====

# 4
32
Properties=species:S:1:pos:R:3:nbo_charge:R:1 method="wB97M-V/def2-TZVPD" fmax_ev_per_a=0.6 e_lumo_ev="2.54 / 1.60" relative_energy_ev=0.1306 charge=-1 spin_multiplicity=6
Ru 0.412 -0.820 -0.562 1.157
O -0.001 3.409 0.290 -0.687
C -0.034 2.262 -0.167 0.605
N 0.333 1.136 0.441 -0.701
C 0.775 1.280 1.803 -0.266
C 0.629 -0.018 2.548 0.245
C 0.762 -0.096 3.933 -0.253
C 0.622 -1.322 4.549 -0.156
C 0.357 -2.447 3.779 -0.272
C 0.248 -2.294 2.412 0.079
N 0.379 -1.104 1.822 -0.469
C -0.586 2.028 -1.556 0.147
C -1.122 3.076 -2.286 -0.229
C -1.683 2.798 -3.520 -0.162
C -1.699 1.490 -3.979 -0.261
C -1.131 0.500 -3.193 0.075
N -0.579 0.776 -2.012 -0.480
H 0.214 2.069 2.314 0.221
H 1.832 1.581 1.847 0.207
H 0.966 0.802 4.502 0.216
H 0.715 -1.406 5.625 0.211
H 0.243 -3.424 4.228 0.221
H 0.060 -3.128 1.747 0.233
H -1.088 4.069 -1.860 0.243
H -2.110 3.594 -4.119 0.209
H -2.133 1.227 -4.933 0.220
H -1.083 -0.537 -3.500 0.250
S 1.196 -5.536 -2.223 -0.776
Sb 1.021 -3.299 -2.236 1.349
S -1.069 -2.556 -1.081 -0.669
S 1.192 -1.950 -4.038 -0.838
S 2.361 -2.160 -0.576 -0.670